# C21H28N3S

The ion C21H28N3S with charge +1 at a distorted geometry (ωB97M-V/def2-TZVPD, OMol25).

## Properties
Max |F|   5.17 eV/A
Gap between HOMO and LUMO   5.81 eV
Highest occupied orbital energy   -9.70 eV
Net charge   +1

Each line ends with the Mulliken charge.
Atoms and positions in Å:
C: 3.05853 4.19570 0.84404  -1.019
S: 2.86927 2.51707 0.13223  0.410
C: 3.59089 1.75794 1.57826  -1.076
C: 0.97660 1.87138 0.47538  0.121
C: 0.40058 3.26599 0.63088  -0.182
N: -0.04864 4.28932 1.06133  -0.526
H: 2.28680 4.91252 0.58993  0.445
H: 3.15869 4.12588 1.92528  0.388
H: 4.01865 4.52160 0.44767  0.394
H: 3.33668 0.70751 1.70069  0.339
H: 4.63170 1.85942 1.29497  0.470
H: 3.44909 2.30535 2.50445  0.456
H: 1.12833 1.43901 1.57644  0.496
C: 4.75250 -3.03833 -2.53330  -0.860
N: 3.28449 -3.19745 -2.48355  0.064
C: 2.82193 -4.55107 -2.88305  -1.020
C: 2.41709 -2.22850 -2.03188  1.094
C: 2.80730 -0.86763 -2.10431  -1.198
C: 1.97176 0.11667 -1.54194  -1.065
C: 0.80936 -0.25306 -0.83874  -0.262
C: -0.02616 0.88823 -0.36394  0.499
C: -1.45583 0.60724 0.11558  -0.212
C: -2.11326 1.73128 0.68947  -1.118
C: -3.43714 1.64785 1.23054  -0.943
C: -4.15954 0.40612 1.14323  1.625
N: -5.33979 0.25153 1.80566  -0.020
C: -6.11288 -0.95683 1.76900  -1.092
C: -5.82526 1.15745 2.86055  -0.983
C: -3.58572 -0.61374 0.35473  -0.583
C: -2.30344 -0.48451 -0.21206  -0.788
C: 0.48504 -1.61949 -0.69113  -0.960
C: 1.19438 -2.58973 -1.39508  -0.466
H: 5.00586 -1.98562 -2.55629  0.266
H: 5.21043 -3.52828 -1.64829  0.280
H: 5.08906 -3.54701 -3.43430  0.343
H: 1.93077 -4.47667 -3.55713  0.349
H: 3.66108 -5.02205 -3.43486  0.320
H: 2.56326 -5.19011 -1.99841  0.299
H: 3.76117 -0.57902 -2.61557  0.247
H: 2.16387 1.12755 -1.82954  1.063
H: -0.13119 1.64475 -1.21777  0.387
H: -1.73712 2.73505 0.58678  0.355
H: -3.89506 2.53600 1.73464  0.090
H: -6.26051 -1.30007 0.75686  0.372
H: -5.66316 -1.75561 2.36372  0.365
H: -7.07598 -0.73265 2.20187  0.281
H: -5.59046 2.22877 2.67373  0.332
H: -6.92556 1.01970 2.91745  0.328
H: -5.41868 0.85178 3.87423  0.313
H: -4.11696 -1.52651 0.18018  0.339
H: -2.04745 -1.12853 -1.04629  0.900
H: -0.44213 -1.92035 -0.20959  0.947
H: 0.87676 -3.62579 -1.39277  0.396